# 1
Density functional theory data (the ωB97M-V functional and the def2-TZVPD basis) for a structure of composition C28H23BiBr2N5O6S in a non-equilibrium geometry.

As for the HOMO-LUMO gap: 0.2367 Eh. The calculation puts the relative energy (zero: lowest compared OMol25 entry of this formula, charge and spin) at 148.0 kJ/mol. Its LUMO energy is 1.792 eV. As for the spin multiplicity: 1. As for the HOMO energy: -0.171 Ha. As for the charge: -1.

Each line ends with the Mulliken charge.
Element x y z (Å)
Bi1 0.414 0.912 -0.848  1.171
C1 1.540 -2.062 5.092  -0.780
O1 0.722 -1.027 5.628  -0.486
C2 0.219 -0.157 4.659  0.827
C3 -0.275 1.056 5.174  -0.795
C4 -0.873 1.990 4.341  -0.574
C5 -0.868 1.851 2.940  0.072
C6 -1.401 2.847 1.986  0.847
C7 -1.093 4.323 2.232  -1.325
O2 -2.123 2.514 1.052  -0.544
C8 -0.363 0.577 2.447  0.367
O3 -0.551 0.240 1.202  -0.607
C9 0.082 -0.428 3.305  0.147
H1 1.812 -2.670 5.945  0.321
H2 2.431 -1.699 4.578  0.315
H3 0.917 -2.591 4.383  0.339
H4 -0.003 1.196 6.199  0.426
H5 -1.268 2.870 4.835  0.443
H6 -2.012 4.903 2.316  0.347
H7 -0.572 4.853 1.405  0.218
H8 -0.466 4.533 3.131  0.396
H9 0.565 -1.355 2.895  -0.622
Br1 2.131 0.079 -5.884  -0.138
C10 0.956 -0.855 -4.895  -0.301
C11 0.239 -1.881 -5.532  -0.449
C12 -0.471 -2.770 -4.786  -0.194
Br2 -1.529 -4.029 -5.706  -0.262
C13 -0.532 -2.696 -3.322  0.739
C14 -1.269 -3.583 -2.514  -0.639
C15 -1.412 -3.286 -1.176  -1.100
C16 -0.831 -2.164 -0.648  -0.224
N1 -0.139 -1.293 -1.403  0.330
C17 0.019 -1.520 -2.731  0.155
C18 0.738 -0.564 -3.512  1.018
O4 1.213 0.545 -3.015  -0.833
H10 0.336 -1.995 -6.606  0.402
H11 -1.628 -4.507 -2.940  0.400
H12 -2.128 -3.883 -0.585  0.430
H13 -0.866 -1.999 0.457  0.351
C19 2.032 -4.092 1.518  -1.136
C20 2.978 -3.070 0.888  0.890
C21 4.098 -3.481 0.217  -0.785
C22 4.942 -2.493 -0.292  -0.293
N2 4.547 -1.178 -0.217  -0.573
C23 3.411 -0.868 0.403  0.221
S1 2.917 0.868 0.373  -0.530
N3 2.593 -1.784 0.978  -0.002
H14 0.977 -3.725 1.366  0.138
H15 2.235 -4.299 2.542  0.248
H16 2.093 -5.013 0.933  0.436
H17 4.440 -4.524 0.213  0.388
H18 5.882 -2.691 -0.832  0.378
C24 -2.080 5.571 -1.743  -1.066
N4 -2.301 4.131 -2.061  0.129
C25 -3.501 3.617 -2.470  -0.147
C26 -3.729 2.286 -2.492  -0.953
C27 -2.668 1.388 -2.081  0.556
O5 -2.734 0.137 -1.992  -0.645
N5 -1.483 1.986 -1.802  -0.156
C28 -1.267 3.299 -1.705  0.808
O6 -0.182 3.780 -1.312  -0.799
H19 -2.317 6.225 -2.545  0.367
H20 -0.986 5.651 -1.599  0.275
H21 -2.644 5.783 -0.822  0.319
H22 -4.170 4.342 -2.912  0.380
H23 -4.741 1.879 -2.653  0.362

# 2
Density functional theory data (the ωB97M-V functional and the def2-TZVPD basis) for a cluster of 2 separate species, C19H43N3O4P2 in total in a non-equilibrium geometry.

As for the HOMO-LUMO gap: 0.1778 Eh. Its LUMO energy is -0.528 eV. As for the spin multiplicity: 1. As for the HOMO energy: -0.197 Ha. As for the charge: 0.

Each line ends with the Mulliken charge.
Element x y z (Å)
C1 4.375 1.267 -1.002  -1.547
C2 2.914 1.233 -1.499  0.347
C3 2.080 2.045 -0.501  -0.919
N1 0.601 1.765 -0.474  0.451
C4 0.132 1.219 -1.608  -0.262
N2 0.095 2.016 -2.698  -0.253
N3 -0.337 -0.043 -1.777  0.599
C5 -1.751 -0.090 -2.242  -1.087
O1 -2.507 0.996 -1.801  -0.418
C6 -3.381 0.681 -0.711  0.152
C7 -4.659 -0.009 -1.153  -0.867
O2 -4.560 -1.406 -1.347  -0.446
C8 -4.229 -2.140 -0.183  0.386
C9 -5.227 -1.981 0.967  -1.427
C10 -0.015 -1.035 -0.720  1.418
P1 0.988 -2.434 -1.478  -0.137
C11 0.548 -3.902 -0.449  -0.450
C12 1.303 -3.907 0.893  -1.112
C13 0.227 -2.808 -3.122  -0.250
C14 1.000 -3.968 -3.771  -1.381
C15 0.734 -0.457 0.479  -1.122
C16 0.176 0.944 0.685  0.059
P2 0.513 1.752 2.320  0.336
C17 -0.557 0.714 3.418  -1.171
O3 2.012 1.324 2.730  -0.423
H1 4.712 2.303 -1.012  0.405
H2 4.416 0.951 0.041  0.366
H3 5.017 0.621 -1.594  0.403
H4 2.633 0.180 -1.557  -0.030
H5 2.917 1.722 -2.472  0.277
H6 2.514 1.949 0.491  0.275
H7 2.198 3.092 -0.778  0.399
H8 0.418 1.623 -3.565  0.235
H9 -0.178 2.978 -2.621  0.245
H10 -1.747 -0.055 -3.332  0.432
H11 -2.191 -1.050 -1.984  0.542
H12 -3.660 1.633 -0.259  0.474
H13 -2.834 0.134 0.061  -0.110
H14 -5.468 0.283 -0.476  0.420
H15 -4.911 0.409 -2.129  0.393
H16 -3.209 -1.955 0.173  -0.299
H17 -4.256 -3.188 -0.480  0.485
H18 -6.240 -1.871 0.584  0.324
H19 -4.963 -1.163 1.635  0.290
H20 -5.217 -2.916 1.527  0.452
H21 -0.927 -1.499 -0.336  -0.567
H22 0.806 -4.798 -1.010  0.350
H23 -0.532 -3.909 -0.270  0.310
H24 2.264 -3.404 0.786  0.314
H25 0.733 -3.409 1.676  0.245
H26 1.473 -4.925 1.237  0.397
H27 -0.847 -3.004 -3.080  0.299
H28 0.415 -1.928 -3.741  0.299
H29 0.822 -3.994 -4.843  0.409
H30 2.061 -3.843 -3.553  0.385
H31 0.680 -4.926 -3.364  0.326
H32 1.818 -0.505 0.397  0.071
H33 0.477 -1.056 1.355  0.724
H34 -0.910 0.856 0.612  -0.412
H35 -1.204 0.041 2.850  0.304
H36 0.102 0.100 4.032  0.280
H37 -1.130 1.372 4.064  0.391
H38 2.484 2.190 2.914  0.338
C18 1.915 5.052 4.366  -0.924
C19 3.350 4.729 3.893  -0.334
O4 3.501 3.422 3.584  -0.882
H39 1.661 4.476 5.260  0.221
H40 1.811 6.119 4.617  0.393
H41 1.186 4.824 3.582  0.168
H42 4.015 5.107 4.705  0.246
H43 3.549 5.454 3.063  0.195

# 3
Density functional theory data (the ωB97M-V functional and the def2-TZVPD basis) for a structure of composition C30H50CdCl2N3O4Si in a non-equilibrium geometry.

As for the HOMO-LUMO gap: 0.1552 Eh. The calculation puts the relative energy (zero: lowest compared OMol25 entry of this formula, charge and spin) at 142.3 kJ/mol. Its LUMO energy is 2.386 eV. As for the spin multiplicity: 1. As for the HOMO energy: -0.067 Ha. As for the charge: -1.

Each line ends with the Mulliken charge.
Element x y z (Å)
C1 0.273 0.238 -4.990  -1.021
C2 0.443 -1.236 -5.069  0.446
H1 1.183 0.742 -5.338  0.333
H2 0.084 0.554 -3.958  -0.160
H3 -0.574 0.559 -5.616  0.271
C3 0.926 -1.811 -6.185  0.067
C4 1.396 -1.058 -7.379  -1.444
H4 0.953 -2.895 -6.286  0.393
H5 2.078 -0.237 -7.111  0.306
H6 0.552 -0.628 -7.944  0.287
H7 1.937 -1.764 -8.022  0.376
Cd1 -0.275 0.630 0.793  1.903
Cl1 -2.266 -0.565 -0.140  -0.705
C5 -1.371 -1.558 2.591  0.023
O1 -0.322 -0.861 2.605  -0.874
N1 -1.405 -2.832 2.974  0.216
C6 -0.236 -3.421 3.604  -0.847
C7 -2.478 -3.703 2.509  -0.838
H8 -2.329 -1.160 2.219  0.324
H9 0.172 -2.721 4.338  0.254
H10 0.547 -3.637 2.869  0.220
H11 -0.557 -4.345 4.089  0.366
H12 -3.398 -3.112 2.428  0.312
H13 -2.615 -4.510 3.232  0.344
H14 -2.255 -4.123 1.516  0.242
H15 -0.260 1.707 5.902  0.290
H16 -1.184 4.443 5.817  0.346
C8 0.562 2.181 5.355  -0.998
C9 -0.242 4.528 5.260  -0.960
N2 0.079 3.294 4.556  0.287
H17 1.052 1.447 4.716  0.261
C10 -0.216 3.140 3.258  -0.232
O2 -0.112 2.046 2.661  -0.530
H18 -0.316 5.361 4.547  0.296
H19 -0.545 4.066 2.746  0.489
H20 1.266 2.586 6.084  0.363
H21 0.554 4.731 5.984  0.368
H22 2.565 5.209 -0.362  0.329
H23 2.401 2.186 -1.791  0.265
C11 3.453 4.594 -0.140  -0.918
C12 3.362 2.380 -1.288  -0.768
N3 3.152 3.175 -0.092  0.233
H24 3.844 4.928 0.828  0.333
C13 2.538 2.693 1.002  0.042
O3 2.116 1.532 1.138  -0.551
H25 3.814 1.419 -1.025  0.225
H26 2.428 3.449 1.811  0.148
H27 4.189 4.786 -0.921  0.285
H28 4.020 2.951 -1.944  0.318
O4 0.585 -1.588 -2.704  0.002
C14 -0.061 -2.049 -3.878  0.206
C15 1.183 -4.201 -4.342  -0.306
C16 -0.014 -3.546 -4.069  0.226
H29 2.086 -3.603 -4.484  0.700
C17 1.224 -5.601 -4.343  -0.913
H30 -1.118 -1.763 -3.794  0.260
C18 -1.200 -4.263 -3.893  -0.333
H31 2.179 -6.101 -4.521  0.369
C19 0.049 -6.328 -4.137  -0.498
C20 -1.164 -5.656 -3.941  -0.611
H32 -2.112 -3.702 -3.676  0.349
H33 0.088 -7.421 -4.140  0.376
H34 -2.098 -6.213 -3.850  0.378
Si1 1.215 -2.165 -1.275  -0.091
Cl2 0.427 0.960 -1.757  -0.731
C21 2.697 -3.238 -1.752  -1.304
C22 -0.082 -3.340 -0.587  -0.631
C23 2.040 -1.035 -0.051  0.376
H35 2.428 -4.220 -2.169  0.348
H36 3.304 -3.408 -0.845  0.439
H37 3.318 -2.709 -2.493  0.243
H38 3.141 -1.090 -0.050  0.526
H39 1.679 -1.231 0.970  0.410
H40 1.852 0.019 -0.386  -1.368
H41 -0.253 -4.178 -1.279  0.335
H42 -1.033 -2.804 -0.467  0.166
H43 0.198 -3.780 0.381  0.218
C24 -3.468 2.135 2.177  -1.567
C25 -3.526 3.372 2.815  1.345
C26 -3.310 4.613 2.117  -0.711
C27 -3.327 5.840 2.777  -0.329
C28 -3.600 5.898 4.156  -0.468
C29 -3.800 4.710 4.884  -0.585
C30 -3.746 3.483 4.237  -0.443
H44 -3.332 2.079 1.099  0.278
H45 -3.608 1.224 2.754  0.047
H46 -3.141 4.573 1.038  0.316
H47 -3.141 6.771 2.220  0.324
H48 -3.646 6.861 4.663  0.301
H49 -4.011 4.762 5.961  0.374
H50 -3.883 2.559 4.802  0.262

# 4
Density functional theory data (the ωB97M-V functional and the def2-TZVPD basis) for a structure of composition C36H51FMoN13O3PS4 in a non-equilibrium geometry.

As for the HOMO-LUMO gap (alpha / beta): 0.2188 / 0.2323 Eh. The calculation puts the relative energy (zero: lowest compared OMol25 entry of this formula, charge and spin) at 119.2 kJ/mol. Its LUMO energy (alpha / beta) is -10.349 / -9.985 eV. As for the spin multiplicity: 3. As for the HOMO energy (alpha / beta): -0.599 / -0.599 Ha. As for the charge: +4.

Each line ends with the Löwdin spin population.
Element x y z (Å)
Mo1 0.975 -1.520 1.675  1.837
N1 -1.715 0.085 3.829  0.000
N2 -1.001 1.047 4.537  0.004
C1 0.329 1.108 4.509  0.008
N3 0.910 1.997 5.308  0.005
S1 1.402 0.157 3.562  0.008
H1 -2.405 0.551 3.251  0.000
H2 -2.198 -0.517 4.490  0.000
H3 -1.495 1.641 5.193  0.000
H4 0.387 2.584 5.941  0.000
H5 1.914 2.071 5.326  0.000
C2 -2.752 -2.295 2.057  0.001
C3 -1.744 -3.014 2.887  0.010
N4 -0.445 -2.791 2.903  0.006
C4 0.196 -3.647 3.781  0.004
C5 -0.620 -4.517 4.423  -0.001
S2 -2.228 -4.263 3.930  0.005
C6 1.634 -3.494 3.925  0.005
C7 2.456 -4.140 4.785  0.000
S3 4.041 -3.542 4.627  0.003
C8 3.557 -2.465 3.419  0.010
N5 2.268 -2.552 3.125  0.005
C9 4.540 -1.519 2.827  0.003
H6 -2.353 -1.342 1.731  0.000
H7 -3.667 -2.127 2.626  0.000
H8 -3.022 -2.896 1.186  0.001
H9 -0.362 -5.277 5.142  0.000
H10 2.205 -4.902 5.503  0.000
H11 5.373 -1.359 3.510  0.000
H12 4.069 -0.558 2.624  0.001
H13 4.931 -1.933 1.898  0.000
F1 -1.607 4.652 0.240  0.000
C10 -1.969 3.519 -0.381  0.002
C11 -1.465 2.351 0.096  0.000
C12 -1.804 1.122 -0.500  0.002
C13 -1.179 -0.109 -0.085  0.003
O1 -0.387 -0.090 0.935  0.027
C14 -1.492 -1.250 -0.839  0.007
C15 -2.432 -1.171 -1.851  0.002
N6 -3.056 -0.052 -2.192  0.007
C16 -4.045 -0.095 -3.269  0.000
C17 -5.467 0.275 -2.971  0.000
C18 -5.101 -1.155 -3.220  0.000
C19 -2.706 1.149 -1.576  0.001
C20 -3.215 2.363 -2.052  0.000
C21 -2.871 3.583 -1.483  0.001
N7 -3.369 4.779 -1.980  0.000
C22 -4.691 4.858 -2.589  0.000
C23 -4.627 5.591 -3.927  0.000
N8 -3.635 6.733 -3.839  0.000
C24 -3.463 7.198 -2.424  0.000
C25 -2.829 6.089 -1.589  0.000
C26 -0.827 -2.555 -0.632  0.013
O2 -1.111 -3.565 -1.223  0.019
O3 0.153 -2.522 0.256  0.087
H14 -0.800 2.374 0.948  0.000
H15 -2.691 -2.065 -2.405  0.000
H16 -3.625 0.168 -4.231  0.000
H17 -6.014 0.809 -3.736  0.000
H18 -5.719 0.554 -1.956  0.000
H19 -5.389 -1.620 -4.151  0.000
H20 -5.114 -1.817 -2.365  0.000
H21 -3.873 2.333 -2.904  0.000
H22 -5.381 5.365 -1.908  0.000
H23 -5.108 3.872 -2.762  0.000
H24 -5.602 6.006 -4.179  0.000
H25 -4.306 4.941 -4.738  0.000
H26 -3.943 7.506 -4.433  0.000
H27 -2.729 6.432 -4.204  0.000
H28 -4.448 7.486 -2.063  0.000
H29 -2.828 8.082 -2.413  0.000
H30 -3.014 6.333 -0.541  0.000
H31 -1.749 6.088 -1.741  0.000
C27 5.105 -5.242 -0.830  -0.002
N9 3.675 -5.485 -0.766  -0.002
C28 3.112 -6.775 -1.195  0.000
C29 1.613 -6.639 -0.864  0.000
N10 1.541 -5.271 -0.344  -0.001
C30 2.735 -4.678 -0.312  -0.007
S4 3.012 -3.075 0.240  -0.069
H32 5.474 -5.534 -1.812  0.000
H33 5.626 -5.830 -0.074  0.000
H34 5.305 -4.186 -0.672  -0.002
H35 3.589 -7.590 -0.652  0.000
H36 3.297 -6.918 -2.260  0.000
H37 1.292 -7.351 -0.106  0.000
H38 0.982 -6.758 -1.743  0.000
H39 0.681 -4.766 -0.194  0.000
C31 2.559 2.838 -1.093  0.000
N11 2.498 1.648 -1.941  0.006
C32 3.863 1.256 -2.302  0.000
N12 4.682 1.015 -1.122  -0.001
C33 4.725 2.223 -0.306  0.000
N13 3.385 2.652 0.095  0.002
C34 2.786 1.736 1.043  0.001
P1 2.545 0.035 0.304  -0.012
C35 1.770 0.563 -1.314  0.005
C36 4.293 -0.168 -0.397  -0.002
H40 1.546 3.109 -0.784  0.000
H41 2.979 3.654 -1.680  0.000
H42 4.312 2.065 -2.878  0.000
H43 3.834 0.359 -2.922  0.000
H44 5.186 3.020 -0.887  0.000
H45 5.332 2.044 0.583  0.000
H46 1.816 2.113 1.374  0.000
H47 3.428 1.649 1.922  0.000
H48 0.743 0.879 -1.138  0.000
H49 1.762 -0.308 -1.975  0.000
H50 4.276 -1.031 -1.062  0.000
H51 4.993 -0.365 0.412  0.000

# 5
Density functional theory data (the ωB97M-V functional and the def2-TZVPD basis) for the ion C2H11N2O3Si with charge +1 in a non-equilibrium geometry.

As for the HOMO-LUMO gap: 0.4081 Eh. The calculation puts the relative energy (zero: lowest compared OMol25 entry of this formula, charge and spin) at 124.8 kJ/mol. As for the structure (SMILES): C[C@](N)([NH3+])[Si](O)(O)O. Its LUMO energy is -3.160 eV. As for the spin multiplicity: 1. As for the HOMO energy: -0.524 Ha. As for the charge: +1.

Each line ends with the Mulliken charge.
Element x y z (Å)
C1 1.351 -0.371 1.091  -1.354
C2 0.316 0.392 0.201  0.653
N1 0.759 1.656 -0.218  -0.575
N2 -0.970 0.730 1.208  -0.435
O1 -2.018 -0.111 -1.117  -0.560
O2 -0.602 -2.092 -0.350  -0.532
O3 0.288 -0.241 -2.416  -0.531
Si1 -0.539 -0.683 -1.114  0.595
H1 1.023 -1.416 1.424  0.416
H2 1.292 0.219 2.084  0.339
H3 2.419 -0.297 0.775  0.343
H4 0.790 1.656 -1.222  0.257
H5 1.558 1.933 0.202  0.224
H6 -1.570 1.237 0.469  0.408
H7 -1.292 -0.116 1.535  0.311
H8 -0.504 1.305 1.920  0.353
H9 -2.860 -0.507 -0.917  0.368
H10 0.271 -2.661 -0.252  0.369
H11 0.287 -0.633 -3.302  0.353

E values (in Eh) by entry order: -7566.9537, -1897.5336, -3016.0602, -4440.9924, -707.4191.